No. 1
Density functional theory data (ωB97M-V/def2-TZVPD) for the molecule C6H13F4NOSSi at a distorted geometry.

Last column: Mulliken charge in e.
Geometry (Å):
N1 2.0565 -1.5411 2.1576  -0.7032
Si1 1.4544 -0.7581 0.6525  0.1492
S1 0.7207 -2.3972 -0.5630  -0.3627
C1 0.0212 0.3851 1.1730  -0.8213
C2 -1.0475 0.7098 0.0396  -0.4302
C3 -2.1304 -0.4452 -0.1946  -0.2486
C4 -3.5997 0.1841 -0.3005  -0.5871
O1 -3.9547 0.5561 -1.6409  -0.5276
C5 2.9705 0.1523 -0.1002  0.7707
F1 3.6745 0.7345 0.9745  -0.2784
F2 3.7677 -0.7920 -0.7809  -0.2625
C6 2.6452 1.2703 -1.1653  0.0427
F3 1.7108 0.8892 -2.1123  -0.2128
F4 2.3304 2.4579 -0.5062  -0.2528
H1 1.3200 -2.1013 2.5911  0.2544
H2 2.2962 -0.7477 2.7703  0.2863
H3 0.7052 -2.0171 -1.8857  0.1581
H4 0.3868 1.3620 1.6277  0.4133
H5 -0.5277 -0.1421 2.0187  0.4231
H6 -0.6016 0.9403 -0.9673  0.0881
H7 -1.5938 1.6509 0.3662  0.4347
H8 -2.0617 -1.2805 0.5526  0.3717
H9 -1.9289 -0.8724 -1.2276  0.1558
H10 -4.3523 -0.5661 0.0897  0.2523
H11 -3.7082 1.1158 0.3336  0.3158
H12 -4.1590 -0.2287 -2.1734  0.3103
H13 3.6053 1.4811 -1.7291  0.2609

Calculated values
Calculated total energy   -39553.8996 eV
Frontier orbital gap   10.09 eV
Relative energy (zero: lowest compared OMol25 entry of this formula, charge and spin)   29.2 kcal/mol
LUMO energy   0.0165 Eh

---

No. 2
Density functional theory data (ωB97M-V/def2-TZVPD) for the ion C6H13FNOS with charge +1.

Last column: Mulliken charge in e.
Geometry (Å):
C1 2.5944 -0.0082 1.0928  -0.8957
C2 2.5378 -0.3451 -0.3688  0.4372
O1 3.0470 -1.3206 -0.8388  -0.5243
N1 1.8083 0.5729 -1.1912  -0.3233
C3 0.3584 0.2691 -1.1811  -0.7633
C4 -0.4459 1.2231 -0.2812  -0.7325
C5 -1.3270 0.5081 0.7596  -0.7426
C6 -2.6329 -0.0308 0.1515  -0.5550
S1 -2.7150 -1.7879 -0.0790  0.4060
F1 -2.4504 -2.2829 1.3828  -0.1349
H1 2.2129 0.9914 1.2745  0.2941
H2 1.9961 -0.7372 1.6415  0.2166
H3 3.6217 -0.0909 1.4352  0.3545
H4 2.1461 0.3828 -2.1311  0.3220
H5 0.0069 0.3251 -2.2087  0.3545
H6 0.2201 -0.7746 -0.8637  0.4161
H7 -1.1072 1.8155 -0.9137  0.4574
H8 0.2415 1.8868 0.2335  0.4450
H9 -1.5716 1.1978 1.5617  0.3569
H10 -0.7548 -0.3207 1.1812  0.4161
H11 -2.8066 0.3484 -0.8613  0.4858
H12 -3.5139 0.1703 0.7624  0.3902
H13 -1.4658 -1.9924 -0.5585  0.3191

Calculated values
Calculated total energy   -23514.2159 eV
Frontier orbital gap   7.06 eV
Total charge   +1
LUMO energy   -0.2061 Eh

---

No. 3
Density functional theory data (ωB97M-V/def2-TZVPD) for a structure of composition C6H13LiN4OS.

Last column: Mulliken charge in e.
Geometry (Å):
Li1 -0.1825 0.9351 2.0488  0.7659
C1 2.3930 -1.5270 -2.1013  -1.3609
C2 2.5243 -1.3217 -0.6387  0.9641
N1 3.1222 -2.1303 0.1831  -0.7594
N2 2.9824 -1.5208 1.3905  0.1959
C3 2.3440 -0.3410 1.3426  0.3294
S1 2.0593 0.7048 2.6445  -0.6259
N3 2.0411 -0.2212 0.0262  0.5236
N4 1.4286 0.8976 -0.5518  -0.9935
H1 2.8440 -2.4836 -2.3508  0.3393
H2 2.9068 -0.7395 -2.6551  0.3343
H3 1.3453 -1.5396 -2.4060  0.3177
H4 3.3688 -1.9303 2.2234  0.1798
H5 0.4317 0.9521 -0.2145  0.4198
H6 1.4137 0.7405 -1.5523  0.3159
C4 -3.2474 1.5710 1.2136  -1.5140
C5 -2.2690 1.1344 0.1245  0.7076
C6 -2.8572 -0.0239 -0.6777  -1.2469
O1 -1.0398 0.7827 0.6696  -1.0358
H7 -4.1876 1.9349 0.7930  0.3943
H8 -2.8119 2.3740 1.8132  0.3132
H9 -3.4657 0.7241 1.8710  0.3304
H10 -2.1484 1.9838 -0.5702  0.1694
H11 -3.0107 -0.8848 -0.0215  0.2957
H12 -2.1703 -0.3197 -1.4739  0.2596
H13 -3.8149 0.2483 -1.1300  0.3805

Calculated values
Calculated total energy   -25481.7223 eV
Frontier orbital gap   8.92 eV
LUMO energy   0.0163 Eh

---

No. 4
Density functional theory data (ωB97M-V/def2-TZVPD) for the molecule C6H13N at a distorted geometry.

Last column: Mulliken charge in e.
Geometry (Å):
C1 1.7951 -2.9212 -0.0031  -1.0152
C2 1.0319 -1.7190 0.4640  -0.0626
C3 0.6994 -0.8332 -0.4807  -0.4734
C4 0.7016 0.6678 -0.4796  -0.6847
C5 -0.0817 1.4642 0.5817  -0.5535
C6 -1.6163 1.3019 0.5998  -0.3564
N1 -2.2630 1.9252 -0.6028  -0.5404
H1 1.3026 -3.5408 -0.8323  0.2749
H2 2.2335 -3.5613 0.9712  0.2405
H3 2.7639 -2.6775 -0.5666  0.2860
H4 0.8009 -1.6405 1.4901  0.4425
H5 0.3168 -1.2360 -1.4722  0.2492
H6 1.6994 0.7791 -0.3728  0.3306
H7 0.4073 1.1093 -1.4922  0.3715
H8 0.3323 1.1953 1.6875  0.2419
H9 0.0704 2.6495 0.6355  0.3249
H10 -2.1215 1.8182 1.4500  0.3311
H11 -1.6959 0.1936 0.6243  0.2231
H12 -2.1927 1.6638 -1.5656  0.1706
H13 -3.2567 2.0077 -0.4300  0.1995

Calculated values
Calculated total energy   -7919.6283 eV
Frontier orbital gap   9.49 eV
Relative energy (zero: lowest compared OMol25 entry of this formula, charge and spin)   73.9 kcal/mol
LUMO energy   0.0373 Eh

---

No. 5
Density functional theory data (ωB97M-V/def2-TZVPD) for the molecule C6H13N at a distorted geometry.

Last column: Mulliken charge in e.
Geometry (Å):
C1 -0.8581 -0.0475 -1.8620  -1.0163
C2 -0.4196 -0.5806 -0.7422  0.6640
C3 -1.1759 -1.5677 0.1577  -1.1338
C4 -2.0910 -0.8157 1.1911  -0.9479
C5 0.8234 -0.2368 0.0312  -0.6430
C6 1.3677 1.2731 -0.1710  -0.6559
N1 2.2857 1.8170 0.8972  -0.5240
H1 -0.5930 0.7718 -2.4552  0.3713
H2 -1.7395 -0.5509 -2.2184  0.2968
H3 -0.5303 -2.2213 0.6590  0.3924
H4 -1.6898 -2.2812 -0.4718  0.5265
H5 -2.1782 -1.4336 2.1511  0.2673
H6 -1.7383 0.1833 1.4595  0.3098
H7 -3.0581 -0.6740 0.6820  0.3197
H8 1.5988 -0.9627 -0.1727  0.3508
H9 0.5096 -0.2927 0.9976  0.3944
H10 0.4382 1.7635 -0.4614  0.3672
H11 2.0924 1.2746 -0.9825  0.2753
H12 3.2432 1.5881 1.0987  0.1958
H13 1.7666 1.9679 1.8053  0.1896

Calculated values
Calculated total energy   -7920.8268 eV
Frontier orbital gap   9.72 eV
Relative energy (zero: lowest compared OMol25 entry of this formula, charge and spin)   46.3 kcal/mol
LUMO energy   0.0384 Eh

---

No. 6
Density functional theory data (ωB97M-V/def2-TZVPD) for the molecule C6H13N at a distorted geometry.

Last column: Mulliken charge in e.
Geometry (Å):
C1 2.2105 -1.1990 1.3255  -0.7154
C2 1.6661 -1.2176 0.1067  -0.1574
C3 1.4141 0.0359 -0.7164  -0.7221
C4 0.2405 0.8361 -0.1012  -0.9615
C5 -1.1441 0.1945 -0.0218  0.5801
C6 -2.1003 1.0336 0.8492  -1.3997
N1 -1.6976 0.1733 -1.4050  -0.7634
H1 2.4882 -2.1436 1.7795  0.2852
H2 2.6254 -0.2836 1.7373  0.2530
H3 1.0871 -2.0885 -0.1930  0.2903
H4 1.0666 -0.2361 -1.7132  0.3271
H5 2.2836 0.6866 -0.7721  0.3404
H6 0.5402 1.1533 0.9019  0.3090
H7 -0.0696 1.6210 -0.7868  0.4661
H8 -1.2159 -0.7836 0.4533  0.3369
H9 -1.8041 2.0756 0.7771  0.3366
H10 -2.1096 0.6326 1.8671  0.3327
H11 -3.1379 0.8601 0.5611  0.3634
H12 -2.6230 -0.2553 -1.4231  0.2713
H13 -1.2358 -0.5678 -1.9393  0.2274

Calculated values
Calculated total energy   -7921.6956 eV
Frontier orbital gap   10.61 eV
Relative energy (zero: lowest compared OMol25 entry of this formula, charge and spin)   26.2 kcal/mol
LUMO energy   0.0410 Eh

---

No. 7
Density functional theory data (ωB97M-V/def2-TZVPD) for the molecule C6H13N at a distorted geometry.

Last column: Mulliken charge in e.
Geometry (Å):
C1 -1.0744 0.2672 -1.8670  -1.1108
C2 -1.3538 0.1922 -0.5645  0.8941
C3 -2.2156 -0.8816 0.0148  -1.2803
C4 -0.6462 1.1070 0.3599  -0.8460
C5 0.6134 0.3776 0.9922  -0.6386
C6 1.6277 -0.1187 -0.0097  -0.1161
N1 2.9379 -0.3309 0.6031  -0.5604
H1 -0.3320 0.9057 -2.3305  0.2627
H2 -1.5144 -0.2991 -2.6907  0.2908
H3 -1.5985 -1.6073 0.5527  0.2651
H4 -2.8525 -1.4058 -0.7107  0.3768
H5 -2.9810 -0.5254 0.6990  0.3277
H6 -0.1899 1.9287 -0.1851  0.3668
H7 -1.2491 1.4723 1.1953  0.3658
H8 0.1861 -0.4420 1.5789  0.2690
H9 1.0806 1.0648 1.7045  0.3960
H10 1.2364 -1.0373 -0.4423  0.2768
H11 1.8532 0.5476 -0.8623  0.1027
H12 3.4570 -1.1667 0.3924  0.1821
H13 3.0152 -0.0482 1.5700  0.1756

Calculated values
Calculated total energy   -7921.9052 eV
Frontier orbital gap   9.84 eV
Relative energy (zero: lowest compared OMol25 entry of this formula, charge and spin)   21.4 kcal/mol
LUMO energy   0.0411 Eh

---

No. 8
Density functional theory data (ωB97M-V/def2-TZVPD) for the molecule C6H13N at a distorted geometry.

Last column: Mulliken charge in e.
Geometry (Å):
C1 -0.2295 0.7822 -1.7274  -0.7717
N1 0.1407 -0.4001 -0.9299  -0.1104
C2 1.5624 -0.3266 -0.6325  -0.5329
C3 1.3131 -0.9596 0.6487  -0.6938
C4 -0.2002 -0.3705 0.4914  0.4760
C5 -0.1835 1.1628 1.1334  -0.9731
C6 -1.6847 -1.1114 0.7897  -1.1127
H1 0.0068 0.7387 -2.9302  0.2594
H2 0.4094 1.7244 -1.5069  0.2358
H3 -1.3327 1.2041 -1.7747  0.2408
H4 1.9753 0.6372 -0.8700  0.3680
H5 2.2085 -1.1659 -1.0540  0.2373
H6 1.2871 -1.9462 0.5235  0.3836
H7 1.8275 -0.6762 1.6154  0.2471
H8 0.7920 1.6653 0.6433  0.2591
H9 -0.3398 1.2035 2.1921  0.4184
H10 -1.3146 1.4733 0.7999  0.2044
H11 -2.3491 -0.3131 0.2998  0.2438
H12 -1.9155 -1.2192 1.9246  0.2703
H13 -1.9733 -2.1028 0.3638  0.3506

Calculated values
Calculated total energy   -7918.6486 eV
Frontier orbital gap   9.72 eV
Relative energy (zero: lowest compared OMol25 entry of this formula, charge and spin)   96.5 kcal/mol
LUMO energy   0.0369 Eh

---

No. 9
Density functional theory data (ωB97M-V/def2-TZVPD) for the molecule C6H13N.

Last column: Mulliken charge in e.
Geometry (Å):
C1 -3.0882 0.1852 -0.1730  -1.1974
C2 -1.6779 0.7287 0.0683  -0.2021
C3 -0.6538 -0.1819 -0.5957  -0.7516
N1 0.7322 0.2696 -0.5139  -0.3542
C4 1.6543 -0.7861 -0.9075  -0.5685
C5 1.5603 -0.3629 0.5097  0.4662
C6 2.7140 0.4075 1.1136  -1.4410
H1 -3.1978 -0.8266 0.2376  0.3198
H2 -3.3028 0.1250 -1.2472  0.3106
H3 -3.8568 0.8164 0.2841  0.3538
H4 -1.5826 1.7400 -0.3432  0.2860
H5 -1.4817 0.8039 1.1456  0.2467
H6 -0.8930 -0.2529 -1.6652  0.3366
H7 -0.7660 -1.2034 -0.1828  0.3483
H8 2.5116 -0.4709 -1.4993  0.2527
H9 1.2271 -1.7477 -1.1967  0.2687
H10 1.0356 -1.0392 1.1902  0.3415
H11 3.5765 -0.2583 1.2488  0.3127
H12 3.0176 1.2129 0.4375  0.3375
H13 2.4714 0.8409 2.0891  0.3335

Calculated values
Calculated total energy   -7921.8988 eV
Frontier orbital gap   10.34 eV
Relative energy (zero: lowest compared OMol25 entry of this formula, charge and spin)   21.5 kcal/mol
LUMO energy   0.0460 Eh

---

No. 10
Density functional theory data (ωB97M-V/def2-TZVPD) for the molecule C6H13N at a distorted geometry.

Last column: Mulliken charge in e.
Geometry (Å):
C1 -0.4622 -2.5199 2.2555  -1.2329
C2 -1.2363 -1.8461 0.9394  -0.3812
C3 -0.9976 -0.3561 0.9140  -0.3204
C4 -0.5894 0.1435 -0.2990  -0.1420
N1 -0.5514 1.4647 -0.5667  -0.3333
C5 0.3726 2.1477 -1.5996  -0.7654
C6 1.8844 1.7554 -1.8405  -0.8317
H1 0.5507 -2.3386 2.2960  0.4276
H2 -0.5045 -3.6484 2.4619  0.2876
H3 -0.7452 -1.9450 3.0861  0.3412
H4 -0.5869 -2.3870 0.2641  0.2058
H5 -2.3096 -2.1322 0.9181  0.3033
H6 -1.0087 0.2711 1.8479  0.2366
H7 -0.2783 -0.4127 -1.1983  0.2857
H8 -0.3280 1.9660 0.2807  0.2820
H9 0.1940 3.1075 -1.3361  0.5218
H10 -0.1053 1.9819 -2.5744  0.3024
H11 2.5835 1.8567 -0.9863  0.2671
H12 1.7892 0.6784 -2.1171  0.2186
H13 2.3293 2.2130 -2.7456  0.3273

Calculated values
Calculated total energy   -7920.4325 eV
Frontier orbital gap   8.71 eV
Relative energy (zero: lowest compared OMol25 entry of this formula, charge and spin)   55.4 kcal/mol
LUMO energy   0.0385 Eh

---

No. 11
Density functional theory data (ωB97M-V/def2-TZVPD) for the molecule C6H13N at a distorted geometry.

Last column: Mulliken charge in e.
Geometry (Å):
C1 -0.5476 -0.2898 0.9749  -0.2849
C2 0.0669 1.1513 1.0743  -0.3817
C3 0.9301 1.4023 -0.0898  -1.2141
C4 0.6759 -1.0557 -1.2507  -1.4803
N1 0.1989 -1.3355 1.6334  -0.6373
C5 -0.7512 -0.6247 -0.5232  0.4427
C6 -1.2743 0.5248 -1.2220  -1.1839
H1 -1.5314 -0.2586 1.4572  0.3603
H2 0.1815 -1.2263 2.6400  0.2719
H3 1.1679 -1.3377 1.3386  0.2247
H4 -0.7587 1.8680 1.0858  0.3224
H5 0.5908 1.2246 2.0341  0.4151
H6 -1.3943 -1.5067 -0.5770  0.5634
H7 1.9513 1.0560 -0.0575  0.3934
H8 0.8047 2.2741 -0.7140  0.3682
H9 0.2865 -1.6046 -2.1071  0.4100
H10 1.3349 -1.7354 -0.7173  0.3657
H11 1.2744 -0.2732 -1.6988  0.4128
H12 -0.8616 1.0775 -2.0517  0.3380
H13 -2.3449 0.6696 -1.2293  0.2936

Calculated values
Calculated total energy   -7918.5377 eV
Frontier orbital gap (alpha / beta)   8.31 / 8.68 eV
Relative energy (zero: lowest compared OMol25 entry of this formula, charge and spin)   99.1 kcal/mol
LUMO energy (alpha / beta)   0.0206 / 0.0252 Eh

---

No. 12
Density functional theory data (ωB97M-V/def2-TZVPD) for the molecule C6H13N at a distorted geometry.

Last column: Mulliken charge in e.
Geometry (Å):
C1 -2.1619 0.5093 -1.6361  -1.3071
C2 -0.6230 0.4770 -1.5137  -0.3251
C3 -0.2046 -0.7721 -0.7751  -0.5692
C4 0.4301 -0.5510 0.6080  0.5661
C5 -0.1641 0.3172 1.7079  -1.3755
C6 1.8136 -0.8428 0.5931  -0.4669
N1 2.6216 -0.0395 1.3894  -0.4627
H1 -2.6773 0.0934 -0.7645  0.3141
H2 -2.5315 -0.1740 -2.3657  0.3686
H3 -2.7312 1.4350 -1.7733  0.3477
H4 -0.1703 0.5267 -2.4907  0.3576
H5 -0.2875 1.4541 -1.0253  0.2641
H6 0.6352 -1.2631 -1.3008  0.2340
H7 -1.1225 -1.4925 -0.5220  0.2909
H8 -0.1918 1.4303 1.5254  0.2437
H9 -1.2321 0.0978 1.8205  0.3642
H10 0.4231 0.1821 2.6655  0.3788
H11 2.2926 -1.6481 0.0668  0.3851
H12 2.2598 0.5594 2.1707  0.1750
H13 3.6219 -0.2992 1.6197  0.2168

Calculated values
Calculated total energy   -7920.9854 eV
Frontier orbital gap   8.20 eV
Relative energy (zero: lowest compared OMol25 entry of this formula, charge and spin)   42.6 kcal/mol
LUMO energy   0.0382 Eh

---

Question: Among the records above, which one has the lowest calculated total energy?
Answer: C6H13F4NOSSi

---

Question: Which formula does entry 1 have?
Answer: C6H13F4NOSSi